# 1
One molecule with the formula C4H4N2O. Source: the OMol25 dataset; level of theory: ωB97M-V/def2-TZVPD.

**Kohn-Sham gap (alpha / beta)**: 7.105 / 7.578 eV
**Relative energy (zero: lowest compared OMol25 entry of this formula, charge and spin)**: 6.160 eV

Geometry as ORCA input:
```
! RIJCOSX wB97M-V def2-TZVPD def2/J DEFGRID3
* xyz 0 1
C 1.02 -0.81 -0.72
C -0.37 -1.22 -0.53
C 1.52 0.35 -0.18
C -1.90 0.15 0.89
N 1.64 1.20 0.69
N -2.77 1.03 1.02
O -1.39 -0.49 -0.09
H 1.64 -1.25 -1.48
H -0.59 -2.11 -1.02
H 1.26 2.11 0.59
H -3.17 1.10 1.94
*
```

Löwdin population analysis, charges in e, atoms 1 to 6: number 1, C, carries -0.0798; number 2, C, carries -0.1154; number 3, C, carries -0.1352; number 4, C, carries -0.2467; number 5, N, carries 0.1649; number 6, N, carries 0.1070

---

# 2
C31H46ClN5O6PRe as an isolated structure. Source: the OMol25 dataset; level of theory: ωB97M-V/def2-TZVPD.

**Kohn-Sham gap (alpha / beta)**: 5.760 / 6.014 eV
**Relative energy (zero: lowest compared OMol25 entry of this formula, charge and spin)**: 0.561 eV

Geometry as ORCA input:
```
! RIJCOSX wB97M-V def2-TZVPD def2/J DEFGRID3
* xyz -1 2
Re 0.04 -0.88 0.48
O -2.08 -6.77 0.89
C -3.10 -6.19 0.28
O -4.17 -6.73 0.18
C -2.84 -4.84 -0.30
C -3.71 -4.17 -1.14
Cl -5.29 -4.61 -1.62
N -3.14 -2.99 -1.49
N -1.95 -2.85 -0.88
C -1.75 -3.93 -0.17
C -0.47 -4.04 0.60
O -0.08 -5.17 0.91
O 0.14 -2.97 0.88
C -3.55 -1.93 -2.36
C -4.32 -2.16 -3.49
C -4.67 -1.09 -4.30
C -4.24 0.19 -4.00
C -3.43 0.40 -2.89
C -3.09 -0.66 -2.06
H -1.25 -6.19 0.88
H -4.63 -3.16 -3.75
H -5.27 -1.27 -5.18
H -4.50 1.02 -4.64
H -3.06 1.39 -2.66
H -2.42 -0.52 -1.22
O 2.18 -1.56 -0.12
C 1.84 -1.94 -1.26
C 2.66 -2.72 -2.24
C 1.61 -3.09 -3.29
C 0.37 -2.27 -2.89
O -0.64 -2.20 -3.55
N 0.61 -1.66 -1.67
H 3.14 -3.57 -1.75
H 3.45 -2.07 -2.64
H 1.33 -4.14 -3.24
H 1.88 -2.87 -4.32
C -3.42 -1.77 2.03
C -2.65 -0.45 2.05
C -3.50 0.67 1.41
C -2.29 -0.07 3.49
N -1.43 -0.59 1.31
H -4.31 -1.71 2.67
H -2.78 -2.58 2.40
H -3.73 -2.02 1.02
H -4.20 1.08 2.13
H -4.06 0.29 0.55
H -2.85 1.47 1.06
H -3.19 0.07 4.09
H -1.71 0.85 3.50
H -1.68 -0.86 3.94
C 0.32 3.96 -0.48
C 0.94 3.63 0.88
C 1.73 4.84 1.39
C -0.26 3.38 1.82
P 1.88 1.98 0.71
N 0.79 0.90 0.54
C 2.94 1.72 2.25
C 3.39 0.24 2.28
C 2.04 1.92 3.48
C 4.17 2.62 2.38
C 3.05 2.10 -0.78
C 3.75 3.45 -0.97
C 4.14 1.02 -0.69
C 2.22 1.77 -2.04
H -0.40 4.77 -0.35
H -0.21 3.09 -0.88
H 1.05 4.29 -1.22
H 1.08 5.72 1.34
H 2.62 5.05 0.80
H 2.03 4.72 2.43
H -1.01 4.16 1.64
H 0.01 3.43 2.87
H -0.70 2.41 1.62
H 2.55 -0.43 2.07
H 3.75 0.03 3.29
H 4.19 0.03 1.59
H 1.11 1.37 3.38
H 1.83 2.97 3.66
H 2.57 1.54 4.36
H 4.86 2.52 1.54
H 4.71 2.34 3.28
H 3.90 3.68 2.47
H 4.35 3.73 -0.11
H 3.06 4.26 -1.19
H 4.43 3.36 -1.83
H 4.87 1.23 0.08
H 4.67 1.00 -1.65
H 3.71 0.03 -0.51
H 1.55 2.57 -2.33
H 1.61 0.87 -1.88
H 2.91 1.59 -2.87
*
```

Löwdin population analysis, charges in e, atoms 1 to 6: number 1, Re, carries 1.4447; number 2, O, carries 0.1045; number 3, C, carries -0.5161; number 4, O, carries 0.0486; number 5, C, carries -0.0547; number 6, C, carries -0.5728

---

# 3
One molecule with the formula C4H8N2O. Source: the OMol25 dataset; level of theory: ωB97M-V/def2-TZVPD.

**SMILES**: CNN1C[C@@H]1C=O
**Kohn-Sham gap**: 9.164 eV
**Relative energy (zero: lowest compared OMol25 entry of this formula, charge and spin)**: 4.939 eV

Geometry as ORCA input:
```
! RIJCOSX wB97M-V def2-TZVPD def2/J DEFGRID3
* xyz 0 1
C -1.73 1.11 -0.05
N -1.23 -0.06 0.62
N -0.50 -0.85 -0.20
C 0.49 -1.72 0.34
C 0.97 -0.66 -0.66
C 1.79 0.54 -0.28
O 2.88 0.93 -0.67
H -2.63 1.51 0.29
H -1.04 1.92 0.02
H -1.81 1.09 -1.16
H -0.82 0.19 1.62
H 0.49 -2.69 0.00
H 0.65 -1.41 1.42
H 1.23 -1.08 -1.74
H 1.24 1.18 0.45
*
```

Löwdin population analysis, charges in e, atoms 1 to 6: number 1, C, carries -0.1255; number 2, N, carries -0.1325; number 3, N, carries -0.1488; number 4, C, carries -0.0857; number 5, C, carries -0.1613; number 6, C, carries -0.2515

---

# 4
A 2-piece molecular cluster, CH5ClNP overall. Source: the OMol25 dataset; level of theory: ωB97M-V/def2-TZVPD.

**SMILES**: [H]/N=P/C.Cl
**Kohn-Sham gap**: 9.174 eV
**Relative energy (zero: lowest compared OMol25 entry of this formula, charge and spin)**: 2.078 eV

Geometry as ORCA input:
```
! RIJCOSX wB97M-V def2-TZVPD def2/J DEFGRID3
* xyz 0 1
H -3.27 0.75 0.81
N -2.35 0.28 0.52
P -1.10 1.18 0.41
C -0.01 0.10 -0.55
H 0.96 -0.10 -0.02
H 0.39 0.72 -1.46
H -0.52 -0.81 -0.95
Cl 3.32 -1.53 0.88
H 2.59 -0.60 0.35
*
```

Löwdin population analysis, charges in e, atoms 1 to 6: number 1, H, carries -0.0026; number 2, N, carries -0.3585; number 3, P, carries 0.7064; number 4, C, carries -0.4102; number 5, H, carries -0.0362; number 6, H, carries 0.0588

---

# 5
One molecule with the formula C4H9NO2. Source: the OMol25 dataset; level of theory: ωB97M-V/def2-TZVPD.

**SMILES**: CN(O)[C@]1(C)CO1
**Kohn-Sham gap**: 10.276 eV
**Relative energy (zero: lowest compared OMol25 entry of this formula, charge and spin)**: 4.537 eV

Geometry as ORCA input:
```
! RIJCOSX wB97M-V def2-TZVPD def2/J DEFGRID3
* xyz 0 1
C 1.38 0.92 -0.94
N -0.11 0.65 -0.77
O -0.70 1.82 -0.17
C -0.30 -0.45 0.18
C -1.23 -1.60 -0.13
C 0.16 -0.12 1.52
O 0.95 -0.90 0.65
H 2.14 0.52 -0.24
H 1.66 0.53 -1.92
H 1.43 2.00 -0.87
H -1.36 2.15 -0.80
H -2.30 -1.41 0.03
H -0.93 -2.43 0.53
H -1.09 -1.93 -1.16
H 0.43 0.92 1.68
H -0.15 -0.68 2.40
*
```

Löwdin population analysis, charges in e, atoms 1 to 6: number 1, C, carries -0.0363; number 2, N, carries -0.1182; number 3, O, carries -0.0682; number 4, C, carries -0.4996; number 5, C, carries 0.0124; number 6, C, carries -0.0658

---

# 6
C22H14IrO6S2 as an isolated structure. Source: the OMol25 dataset; level of theory: ωB97M-V/def2-TZVPD.

**Kohn-Sham gap (alpha / beta)**: 5.766 / 6.447 eV
**Relative energy (zero: lowest compared OMol25 entry of this formula, charge and spin)**: 0.069 eV

Geometry as ORCA input:
```
! RIJCOSX wB97M-V def2-TZVPD def2/J DEFGRID3
* xyz -2 6
Ir -3.03 -1.46 1.14
O -6.34 -2.82 2.18
S -5.83 -1.59 1.62
O -6.83 -0.56 1.41
O -5.05 -1.87 0.32
O -4.67 -1.05 2.48
O 0.16 -3.33 3.28
C -0.56 -2.98 2.35
O -1.74 -2.49 2.52
C 0.00 -3.13 0.94
C 1.39 -3.17 0.85
C 2.05 -3.39 -0.35
C 1.29 -3.60 -1.50
C -0.08 -3.56 -1.43
C -0.76 -3.31 -0.23
S -2.52 -3.29 -0.32
H 1.94 -3.04 1.77
H 3.13 -3.40 -0.39
H 1.78 -3.79 -2.45
H -0.68 -3.71 -2.32
C -1.60 -0.16 0.56
C -0.73 0.64 0.21
C 0.26 1.53 -0.17
C 0.91 1.32 -1.47
C 1.00 0.03 -1.99
C 1.57 -0.20 -3.23
C 2.08 0.86 -3.98
C 1.99 2.15 -3.48
C 1.42 2.38 -2.24
C 0.61 2.63 0.73
C -0.28 3.02 1.74
C 0.04 4.03 2.63
C 1.27 4.68 2.55
C 2.17 4.30 1.56
C 1.85 3.29 0.67
H 0.60 -0.80 -1.42
H 1.63 -1.21 -3.61
H 2.53 0.67 -4.95
H 2.36 2.98 -4.06
H 1.33 3.40 -1.88
H -1.23 2.50 1.82
H -0.67 4.30 3.40
H 1.51 5.47 3.25
H 3.14 4.78 1.50
H 2.58 2.98 -0.06
*
```

Löwdin population analysis, charges in e, atoms 1 to 6: number 1, Ir, carries 1.3256; number 2, O, carries -0.3638; number 3, S, carries 0.2595; number 4, O, carries -0.3635; number 5, O, carries -0.5737; number 6, O, carries -0.5263

---

# 7
One molecule with the formula C2H6N2O. Source: the OMol25 dataset; level of theory: ωB97M-V/def2-TZVPD.

**SMILES**: [H]/N=C(/C)NO
**Kohn-Sham gap**: 10.304 eV
**Relative energy (zero: lowest compared OMol25 entry of this formula, charge and spin)**: 3.581 eV

Geometry as ORCA input:
```
! RIJCOSX wB97M-V def2-TZVPD def2/J DEFGRID3
* xyz 0 1
H -0.70 1.73 0.01
N 0.30 1.39 -0.02
C 0.51 0.13 -0.02
C 1.91 -0.46 0.03
N -0.63 -0.74 -0.10
O -2.00 -0.16 -0.05
H 2.22 -1.34 -0.69
H 2.25 -0.69 1.13
H 2.52 0.47 -0.33
H -0.64 -1.65 0.26
H -1.91 0.20 0.77
*
```

Löwdin population analysis, charges in e, atoms 1 to 6: number 1, H, carries 0.0688; number 2, N, carries 0.0956; number 3, C, carries -0.4973; number 4, C, carries -0.0638; number 5, N, carries -0.0090; number 6, O, carries -0.0129

---

# 8
C40H58IrN7O4PSSeSi as an isolated structure. Source: the OMol25 dataset; level of theory: ωB97M-V/def2-TZVPD.

**Kohn-Sham gap (alpha / beta)**: 6.857 / 6.119 eV
**Relative energy (zero: lowest compared OMol25 entry of this formula, charge and spin)**: 0.770 eV

Geometry as ORCA input:
```
! RIJCOSX wB97M-V def2-TZVPD def2/J DEFGRID3
* xyz 1 5
Ir 0.38 -0.20 0.24
C -5.05 -1.34 -1.32
N -3.85 -1.37 -0.48
C -3.75 -1.95 0.75
C -2.48 -1.73 1.19
N -1.81 -1.03 0.24
C -2.64 -0.81 -0.76
P -2.25 0.19 -2.22
C -0.64 -0.56 -2.64
N 0.26 -1.05 -1.79
C 1.27 -1.58 -2.53
C 0.98 -1.42 -3.85
N -0.22 -0.78 -3.91
C -0.89 -0.36 -5.14
C -1.65 1.67 -1.33
N -0.72 1.66 -0.39
C -0.60 2.94 0.07
C -1.49 3.73 -0.61
N -2.14 2.92 -1.49
C -3.19 3.34 -2.41
H -5.77 -2.04 -0.89
H -4.81 -1.66 -2.33
H -5.48 -0.35 -1.33
H -4.59 -2.47 1.20
H -2.02 -2.02 2.12
H 2.12 -2.04 -2.06
H 1.52 -1.70 -4.74
H -0.47 -0.92 -5.97
H -0.74 0.70 -5.31
H -1.95 -0.57 -5.08
H 0.10 3.20 0.84
H -1.71 4.78 -0.53
H -3.46 4.37 -2.18
H -4.07 2.72 -2.30
H -2.83 3.30 -3.44
S 2.61 3.95 -3.24
C 1.53 2.77 -2.58
N 2.01 1.61 -2.32
C 3.36 1.57 -2.68
C 4.19 0.45 -2.56
C 5.51 0.56 -2.95
C 6.02 1.77 -3.44
C 5.21 2.88 -3.58
C 3.87 2.77 -3.19
H 0.50 3.04 -2.38
H 3.80 -0.48 -2.17
H 6.17 -0.29 -2.85
H 7.06 1.84 -3.74
H 5.60 3.81 -3.97
C 8.32 -3.51 -0.12
C 6.99 -2.85 0.10
C 6.89 -1.48 0.30
C 5.66 -0.85 0.50
C 5.64 0.63 0.74
C 4.49 -1.65 0.50
Se 2.82 -0.80 0.72
C 4.57 -3.05 0.32
C 3.37 -3.94 0.31
C 5.82 -3.61 0.12
H 9.14 -2.82 0.07
H 8.40 -3.86 -1.15
H 8.44 -4.38 0.53
H 7.79 -0.88 0.31
H 6.56 1.08 0.36
H 5.58 0.84 1.81
H 4.79 1.11 0.27
H 2.57 -3.57 0.95
H 3.64 -4.94 0.63
H 2.95 -4.03 -0.70
H 5.89 -4.69 -0.02
C 0.55 -3.27 5.68
C 0.76 -2.45 4.41
C 2.17 -1.87 4.38
C 0.49 -3.31 3.18
O -0.21 -1.40 4.47
Si -0.29 0.07 3.74
O 0.03 0.06 2.17
O 0.75 1.03 4.57
C 1.18 2.36 4.29
C 1.81 2.87 5.58
C 0.00 3.24 3.90
C 2.22 2.32 3.18
O -1.84 0.57 3.89
C -2.74 0.48 5.00
C -2.01 0.66 6.33
C -3.44 -0.87 4.95
C -3.75 1.61 4.80
H 1.24 -4.12 5.71
H -0.47 -3.65 5.71
H 0.73 -2.65 6.56
H 2.92 -2.66 4.37
H 2.33 -1.23 5.25
H 2.30 -1.26 3.48
H 1.20 -4.13 3.12
H 0.58 -2.71 2.27
H -0.52 -3.73 3.23
H 1.08 2.83 6.39
H 2.14 3.91 5.47
H 2.67 2.26 5.85
H -0.72 3.31 4.72
H -0.52 2.83 3.03
H 0.35 4.25 3.66
H 3.04 1.65 3.46
H 2.63 3.31 2.99
H 1.79 1.93 2.26
H -1.28 -0.13 6.48
H -2.73 0.63 7.15
H -1.50 1.62 6.36
H -2.71 -1.67 5.02
H -3.98 -0.97 4.00
H -4.16 -0.98 5.76
H -3.25 2.57 4.81
H -4.51 1.60 5.59
H -4.26 1.49 3.84
*
```

Löwdin population analysis, charges in e, atoms 1 to 6: number 1, Ir, carries 1.0825; number 2, C, carries -0.0172; number 3, N, carries -0.1208; number 4, C, carries -0.0258; number 5, C, carries -0.0816; number 6, N, carries -0.0310

---

# 9
C17H13BrN2O6Sr as an isolated structure. Source: the OMol25 dataset; level of theory: ωB97M-V/def2-TZVPD.

**Kohn-Sham gap (alpha / beta)**: 5.141 / 3.868 eV
**Relative energy (zero: lowest compared OMol25 entry of this formula, charge and spin)**: 0.426 eV

Geometry as ORCA input:
```
! RIJCOSX wB97M-V def2-TZVPD def2/J DEFGRID3
* xyz -2 1
Sr -3.24 0.03 -1.08
O -7.10 -1.44 -0.40
C -6.05 -0.85 -0.43
O -4.85 -1.36 -0.46
C -6.07 0.79 -0.41
O -7.15 1.35 -0.37
O -4.89 1.33 -0.39
C -3.39 0.08 2.50
O -2.36 0.04 1.50
C -1.06 0.01 1.96
C -0.75 -0.03 3.34
C 0.60 -0.07 3.66
Br 1.06 -0.12 5.52
C 1.60 -0.07 2.73
C 1.29 -0.02 1.33
C -0.11 0.02 0.98
O -0.53 0.06 -0.31
C 2.26 -0.01 0.32
N 2.03 0.03 -1.02
C 3.26 0.02 -1.62
C 3.60 0.05 -2.97
C 4.95 0.03 -3.33
C 5.96 -0.02 -2.37
C 5.63 -0.06 -1.00
C 4.29 -0.04 -0.66
N 3.64 -0.06 0.56
H -3.26 0.96 3.12
H -3.36 -0.83 3.10
H -4.33 0.14 1.96
H -1.52 -0.04 4.09
H 2.63 -0.10 3.07
H 0.27 0.06 -0.90
H 2.82 0.09 -3.72
H 5.22 0.06 -4.38
H 7.00 -0.04 -2.67
H 6.40 -0.10 -0.24
H 4.07 -0.06 1.46
C -2.90 0.06 -3.69
H -1.96 0.08 -4.30
H -3.69 0.05 -4.47
*
```

Löwdin population analysis, charges in e, atoms 1 to 6: number 1, Sr, carries 1.4710; number 2, O, carries 0.0164; number 3, C, carries -0.6064; number 4, O, carries -0.3293; number 5, C, carries -0.6070; number 6, O, carries 0.0167

---

# 10
A 2-piece molecular cluster, C2H4F2S2 overall. Source: the OMol25 dataset; level of theory: ωB97M-V/def2-TZVPD.

**Kohn-Sham gap**: 8.212 eV
**Relative energy (zero: lowest compared OMol25 entry of this formula, charge and spin)**: 3.073 eV

Geometry as ORCA input:
```
! RIJCOSX wB97M-V def2-TZVPD def2/J DEFGRID3
* xyz 0 1
C 1.32 0.24 -1.05
C -2.11 0.09 0.19
F -3.09 -0.80 0.10
F -2.25 0.73 1.43
S 3.82 -0.53 0.39
S 2.23 0.77 0.15
H 0.37 0.61 -1.23
H -1.05 -0.41 0.22
H -2.33 0.98 -0.54
H 3.10 -1.67 0.34
*
```

Löwdin population analysis, charges in e, atoms 1 to 6: number 1, C, carries -0.4548; number 2, C, carries -0.2586; number 3, F, carries 0.0341; number 4, F, carries -0.0565; number 5, S, carries 0.3178; number 6, S, carries 0.4223

---

# 11
One molecule with the formula C2H7NSi. Source: the OMol25 dataset; level of theory: ωB97M-V/def2-TZVPD.

**Kohn-Sham gap (alpha / beta)**: 8.020 / 9.007 eV
**Relative energy (zero: lowest compared OMol25 entry of this formula, charge and spin)**: 3.885 eV

Geometry as ORCA input:
```
! RIJCOSX wB97M-V def2-TZVPD def2/J DEFGRID3
* xyz 0 1
C 0.98 0.69 -0.30
C 1.66 -0.43 0.34
N -0.34 0.70 0.42
Si -1.79 -0.14 0.11
H 1.64 1.49 -0.02
H 0.77 0.47 -1.29
H 1.55 -1.40 -0.02
H 2.22 -0.37 1.28
H -1.35 -0.82 -1.27
H -2.90 0.97 -0.22
H -2.43 -1.16 0.98
*
```

Löwdin population analysis, charges in e, atoms 1 to 6: number 1, C, carries -0.3925; number 2, C, carries 0.0733; number 3, N, carries -0.1769; number 4, Si, carries 0.4636; number 5, H, carries 0.0955; number 6, H, carries 0.0656

---

# 12
One molecule with the formula C3H5NO2. Source: the OMol25 dataset; level of theory: ωB97M-V/def2-TZVPD.

**SMILES**: O=CCNC=O
**Kohn-Sham gap**: 11.008 eV
**Relative energy (zero: lowest compared OMol25 entry of this formula, charge and spin)**: 0.777 eV

Geometry as ORCA input:
```
! RIJCOSX wB97M-V def2-TZVPD def2/J DEFGRID3
* xyz 0 1
O -1.10 0.76 -1.87
C -1.25 1.02 -0.71
C -0.56 0.27 0.41
N 0.32 -0.74 -0.11
C 1.57 -0.90 0.40
O 2.00 -0.32 1.38
H -1.93 1.84 -0.38
H 0.01 0.96 1.04
H -1.34 -0.16 1.05
H 0.12 -1.07 -1.05
H 2.16 -1.65 -0.16
*
```

Löwdin population analysis, charges in e, atoms 1 to 6: number 1, O, carries 0.0537; number 2, C, carries -0.2296; number 3, C, carries -0.1579; number 4, N, carries 0.0198; number 5, C, carries -0.3523; number 6, O, carries 0.0155

---

Which maximum force belongs to each record? In order, 3.17; 0.93; 4.06; 2.74; 1.11; 0.70; 4.69; 0.72; 2.81; 3.36; 3.10; 0.53 eV/A.